Entry from the OMol25 dataset: 18 unconnected molecules or ions with the total composition C70H98Br2N14O3 in a non-equilibrium geometry (ωB97M-V/def2-TZVPD).

Last column: Löwdin charge in e.
Element x y z (Å)
C -1.479 0.441 6.330  -0.17
C -2.146 0.258 4.968  -0.18
C -1.630 1.350 4.145  -0.17
O -0.474 1.861 4.907  -0.15
C -0.150 1.029 5.992  -0.23
H -1.382 -0.413 7.000  0.11
H -2.033 1.162 6.931  0.11
H -3.235 0.303 4.977  0.11
H -1.836 -0.707 4.566  0.11
H -2.440 2.059 3.974  0.10
H -1.277 0.970 3.186  0.11
H 0.200 1.663 6.807  0.13
H 0.554 0.212 5.831  0.11
C 1.232 3.264 -6.180  -0.16
C 2.010 2.251 -5.443  -0.18
C 1.028 1.388 -4.694  -0.20
O -0.080 1.362 -5.588  -0.22
C -0.175 2.654 -6.280  -0.12
H 1.721 3.517 -7.121  0.11
H 1.124 4.253 -5.734  0.11
H 2.619 2.701 -4.658  0.10
H 2.628 1.611 -6.073  0.12
H 0.675 1.741 -3.725  0.09
H 1.274 0.361 -4.422  0.12
H -0.974 3.103 -5.691  0.11
H -0.393 2.490 -7.335  0.12
C -0.938 -1.016 0.480  -0.18
C 0.466 -1.417 0.168  -0.18
C 1.207 -0.103 0.011  -0.19
O 0.224 0.912 0.276  -0.17
C -1.101 0.375 -0.098  -0.14
H -1.013 -0.846 1.554  0.11
H -1.689 -1.694 0.074  0.11
H 0.464 -2.040 -0.727  0.09
H 0.852 -2.142 0.884  0.09
H 1.478 -0.013 -1.041  0.10
H 2.104 0.129 0.585  0.10
H -1.263 0.372 -1.176  0.09
H -1.856 0.962 0.425  0.11
Br 0.734 -4.697 -7.752  0.60
C 1.350 -3.444 -6.389  -0.73
C 0.925 -3.761 -4.995  -0.65
Br 1.854 -5.425 -4.464  0.60
H 0.903 -2.484 -6.645  0.06
H 2.427 -3.310 -6.491  0.03
H -0.147 -3.954 -4.948  0.05
H 1.150 -2.974 -4.275  0.05
N 4.531 -5.612 0.352  0.00
C 5.558 -4.825 -0.014  -0.15
C 5.184 -3.481 0.133  -0.11
C 3.804 -3.455 0.520  -0.10
C 3.424 -4.819 0.697  -0.09
H 4.502 -6.621 0.337  0.15
H 6.501 -5.269 -0.295  0.11
H 5.832 -2.621 0.046  0.08
H 3.206 -2.605 0.814  0.06
H 2.520 -5.323 1.005  0.08
N -1.690 -0.878 -4.852  0.04
C -1.825 -1.335 -3.558  -0.14
C -2.894 -2.201 -3.490  -0.11
C -3.335 -2.335 -4.797  -0.14
C -2.632 -1.521 -5.656  -0.11
H -1.123 -0.081 -5.105  0.09
H -1.159 -1.114 -2.737  0.09
H -3.306 -2.710 -2.631  0.07
H -4.095 -3.066 -5.031  0.09
H -2.714 -1.214 -6.688  0.11
N 6.653 2.331 -1.445  0.01
C 6.024 2.981 -2.476  -0.14
C 4.642 3.082 -2.196  -0.11
C 4.482 2.506 -0.888  -0.10
C 5.722 1.963 -0.499  -0.11
H 7.636 2.100 -1.413  0.15
H 6.611 3.411 -3.275  0.11
H 3.921 3.558 -2.844  0.08
H 3.522 2.479 -0.394  0.08
H 6.063 1.413 0.366  0.10
N -1.063 5.904 -1.316  0.02
C -0.689 5.322 -0.139  -0.12
C 0.168 4.246 -0.461  -0.09
C 0.373 4.218 -1.844  -0.09
C -0.417 5.241 -2.300  -0.20
H -1.627 6.714 -1.533  0.16
H -0.889 5.754 0.831  0.11
H 0.552 3.535 0.256  0.07
H 1.069 3.580 -2.367  0.09
H -0.591 5.588 -3.307  0.12
N -2.852 3.341 -2.533  0.02
C -2.597 2.272 -3.361  -0.12
C -3.815 1.780 -3.930  -0.07
C -4.743 2.767 -3.535  -0.14
C -4.225 3.657 -2.543  -0.11
H -2.153 3.922 -2.092  0.08
H -1.613 1.827 -3.375  0.08
H -3.996 0.858 -4.462  0.08
H -5.778 2.678 -3.829  0.08
H -4.641 4.550 -2.099  0.09
N -1.362 -6.850 -1.213  0.02
C -0.725 -5.880 -1.855  -0.17
C -0.019 -5.130 -0.950  -0.10
C -0.294 -5.715 0.278  -0.18
C -1.057 -6.798 0.145  -0.12
H -1.929 -7.565 -1.647  0.15
H -0.802 -5.753 -2.925  0.09
H 0.624 -4.274 -1.085  0.08
H 0.060 -5.439 1.261  0.09
H -1.465 -7.458 0.896  0.11
N 3.790 4.803 3.008  0.01
C 3.348 4.854 4.316  -0.13
C 2.159 4.170 4.319  -0.12
C 1.818 3.824 3.011  -0.12
C 2.801 4.304 2.216  -0.16
H 4.679 5.149 2.675  0.15
H 3.880 5.212 5.185  0.10
H 1.487 3.933 5.130  0.10
H 0.885 3.341 2.760  0.09
H 2.982 4.329 1.152  0.10
N 4.114 -1.290 3.119  0.02
C 2.757 -0.982 3.275  -0.09
C 2.664 0.384 3.023  -0.16
C 3.892 0.855 2.716  -0.14
C 4.790 -0.222 2.709  -0.13
H 4.468 -2.222 3.281  0.15
H 2.034 -1.749 3.508  0.11
H 1.729 0.921 3.076  0.10
H 4.147 1.842 2.360  0.09
H 5.824 -0.356 2.430  0.11
N -2.320 -3.819 2.338  0.04
C -3.621 -3.643 2.695  -0.16
C -3.731 -3.543 4.087  -0.07
C -2.360 -3.836 4.589  -0.11
C -1.562 -3.915 3.510  -0.17
H -1.979 -3.823 1.387  0.12
H -4.345 -3.371 1.941  0.07
H -4.597 -3.384 4.712  0.08
H -2.150 -3.907 5.646  0.09
H -0.484 -3.976 3.505  0.10
N 4.365 0.072 -3.212  0.02
C 4.491 -0.356 -4.470  -0.13
C 3.958 -1.677 -4.465  -0.11
C 3.774 -2.058 -3.132  -0.12
C 3.909 -0.909 -2.367  -0.12
H 4.582 1.013 -2.916  0.08
H 4.882 0.258 -5.268  0.11
H 3.893 -2.332 -5.321  0.07
H 3.453 -3.032 -2.794  0.08
H 3.884 -0.810 -1.292  0.09
N 3.961 1.014 6.008  0.01
C 4.264 -0.114 6.709  -0.13
C 4.596 0.338 8.005  -0.13
C 4.549 1.744 8.004  -0.13
C 4.210 2.191 6.716  -0.09
H 3.701 0.928 5.035  0.09
H 4.265 -1.145 6.388  0.10
H 4.865 -0.246 8.873  0.08
H 4.845 2.322 8.867  0.08
H 4.038 3.152 6.253  0.07
N -5.000 -4.218 -1.075  0.02
C -5.995 -3.406 -1.644  -0.14
C -6.988 -3.286 -0.707  -0.13
C -6.659 -4.147 0.325  -0.15
C -5.451 -4.733 0.132  -0.14
H -4.110 -4.449 -1.494  0.12
H -5.869 -2.781 -2.515  0.10
H -7.845 -2.629 -0.696  0.11
H -7.122 -4.290 1.291  0.10
H -4.775 -5.364 0.689  0.11
N -4.661 1.508 0.851  0.03
C -4.854 0.704 -0.222  -0.13
C -5.095 -0.587 0.213  -0.09
C -5.110 -0.542 1.634  -0.08
C -4.940 0.815 1.970  -0.14
H -4.448 2.494 0.796  0.08
H -4.977 1.160 -1.194  0.09
H -5.332 -1.450 -0.392  0.06
H -5.164 -1.412 2.273  0.07
H -4.848 1.258 2.950  0.09
N -5.463 4.792 2.468  0.03
C -5.342 4.743 1.072  -0.10
C -3.985 4.481 0.758  -0.15
C -3.339 4.157 1.964  -0.12
C -4.254 4.440 2.972  -0.15
H -6.305 5.101 2.933  0.15
H -6.180 4.911 0.412  0.10
H -3.542 4.383 -0.222  0.06
H -2.341 3.747 2.024  0.10
H -4.155 4.416 4.047  0.11

Values from the calculation:
spin multiplicity: 1
calculated total energy: -241261.177 eV
LUMO level: 0.38 eV
HOMO: -7.4172 eV
HOMO-LUMO gap: 7.80 eV

***

Entry from the OMol25 dataset: 11 unconnected molecules or ions with the total composition C71H73BF11N2O2 (ωB97M-V/def2-TZVPD).

Last column: Mulliken spin population.
Element x y z (Å)
C 3.828 -1.384 -1.764  0.01
C 2.774 -2.416 -1.374  -0.04
C 1.787 -1.722 -0.430  0.07
C 3.361 -3.642 -0.626  0.00
C 3.818 -4.901 -1.429  -0.04
C 5.350 -4.994 -1.749  0.00
C 6.257 -3.877 -1.285  0.00
F 6.375 -3.912 0.120  0.00
B 3.502 -6.111 -0.426  0.00
N 4.282 -6.274 0.748  0.00
O 2.450 -7.016 -0.623  0.00
C 3.015 -5.012 -2.750  0.06
C 1.679 -4.256 -2.801  -0.07
C 0.636 -4.739 -1.787  0.09
C 1.070 -4.418 -4.190  0.00
N 2.016 -2.816 -2.608  0.36
O 2.313 -2.182 -3.675  0.54
H 3.355 -0.476 -2.134  0.00
H 4.495 -1.745 -2.545  0.01
H 4.410 -1.136 -0.873  0.00
H 1.036 -2.417 -0.063  0.01
H 1.282 -0.903 -0.947  -0.02
H 2.323 -1.319 0.433  0.00
H 2.583 -3.962 0.072  0.00
H 4.161 -3.272 0.017  0.01
H 5.780 -5.897 -1.304  0.00
H 5.496 -5.107 -2.828  0.00
H 7.263 -4.007 -1.688  0.00
H 5.900 -2.885 -1.553  0.00
H 4.878 -5.496 1.001  0.00
H 3.788 -6.608 1.563  0.00
H 2.619 -7.701 -1.281  0.00
H 2.830 -6.060 -3.010  0.00
H 3.611 -4.587 -3.565  0.00
H 0.224 -5.696 -2.106  0.00
H -0.185 -4.019 -1.748  -0.02
H 1.023 -4.835 -0.779  -0.01
H 0.266 -3.700 -4.352  0.00
H 0.653 -5.424 -4.269  0.00
H 1.813 -4.287 -4.975  0.00
F -1.455 -2.043 -0.988  0.00
C -1.874 -1.315 -2.052  0.00
C -1.013 -1.128 -3.116  0.03
C -1.464 -0.378 -4.195  0.02
C -2.737 0.175 -4.187  0.00
C -3.573 -0.026 -3.097  0.00
C -3.146 -0.784 -2.015  0.00
H -0.017 -1.550 -3.099  -0.02
H -0.806 -0.222 -5.039  0.00
H -3.076 0.766 -5.028  0.00
H -4.564 0.407 -3.085  0.00
H -3.781 -0.963 -1.158  0.00
F 2.693 -5.909 4.491  0.00
C 1.840 -5.178 3.741  0.00
C 1.170 -5.800 2.707  0.00
C 0.301 -5.041 1.935  0.00
C 0.114 -3.693 2.203  0.00
C 0.796 -3.098 3.256  0.00
C 1.671 -3.840 4.037  0.00
H 1.338 -6.853 2.517  0.00
H -0.234 -5.507 1.117  0.00
H -0.567 -3.108 1.599  0.00
H 0.644 -2.049 3.474  0.00
H 2.213 -3.399 4.863  0.00
F -2.207 -1.794 3.765  0.00
C -3.219 -2.691 3.837  0.00
C -2.918 -4.037 3.853  0.00
C -3.967 -4.943 3.921  0.00
C -5.281 -4.499 3.975  0.00
C -5.551 -3.137 3.962  0.00
C -4.514 -2.216 3.894  0.00
H -1.890 -4.368 3.803  0.00
H -3.751 -6.003 3.925  0.00
H -6.094 -5.211 4.025  0.00
H -6.574 -2.785 4.001  0.00
H -4.698 -1.150 3.885  0.00
F 0.510 3.829 -2.621  0.00
C -0.235 3.477 -1.549  0.00
C -0.631 2.161 -1.417  0.00
C -1.393 1.815 -0.311  0.00
C -1.748 2.772 0.631  0.00
C -1.333 4.087 0.469  0.00
C -0.566 4.450 -0.630  0.00
H -0.352 1.432 -2.167  0.00
H -1.711 0.788 -0.185  0.00
H -2.345 2.492 1.489  0.00
H -1.607 4.839 1.198  0.00
H -0.228 5.467 -0.775  0.00
F -0.033 8.651 -0.673  0.00
C 1.285 8.388 -0.496  0.00
C 1.872 7.420 -1.284  0.00
C 3.219 7.144 -1.101  0.00
C 3.945 7.827 -0.137  0.00
C 3.323 8.790 0.645  0.00
C 1.979 9.088 0.467  0.00
H 1.280 6.891 -2.019  0.00
H 3.696 6.384 -1.707  0.00
H 4.991 7.601 0.019  0.00
H 3.884 9.312 1.409  0.00
H 1.473 9.834 1.064  0.00
F -2.697 -6.971 1.628  0.00
C -2.359 -8.001 0.821  0.00
C -3.365 -8.695 0.180  0.00
C -3.011 -9.746 -0.654  0.00
C -1.676 -10.086 -0.832  0.00
C -0.688 -9.368 -0.174  0.00
C -1.024 -8.313 0.663  0.00
H -4.397 -8.411 0.335  0.00
H -3.785 -10.301 -1.167  0.00
H -1.408 -10.907 -1.483  0.00
H 0.354 -9.627 -0.307  0.00
H -0.271 -7.740 1.183  0.00
F -2.632 12.010 -5.869  0.00
C -2.809 11.170 -4.826  0.00
C -1.719 10.839 -4.048  0.00
C -1.910 9.976 -2.977  0.00
C -3.171 9.462 -2.708  0.00
C -4.248 9.812 -3.510  0.00
C -4.075 10.676 -4.582  0.00
H -0.747 11.251 -4.282  0.00
H -1.073 9.704 -2.350  0.00
H -3.312 8.788 -1.873  0.00
H -5.232 9.412 -3.304  0.00
H -4.898 10.968 -5.221  0.00
F 3.126 5.614 2.117  0.00
C 2.351 5.998 3.149  0.00
C 2.831 6.949 4.027  0.00
C 2.017 7.344 5.079  0.00
C 0.754 6.791 5.238  0.00
C 0.300 5.836 4.338  0.00
C 1.099 5.431 3.278  0.00
H 3.819 7.363 3.881  0.00
H 2.374 8.090 5.777  0.00
H 0.125 7.103 6.061  0.00
H -0.683 5.400 4.460  0.00
H 0.767 4.693 2.559  0.00
F 5.305 8.569 -3.806  0.00
C 5.552 7.515 -4.610  0.00
C 4.498 6.938 -5.289  0.00
C 4.759 5.852 -6.112  0.00
C 6.051 5.362 -6.242  0.00
C 7.090 5.962 -5.544  0.00
C 6.848 7.051 -4.718  0.00
H 3.499 7.335 -5.167  0.00
H 3.946 5.387 -6.653  0.00
H 6.248 4.514 -6.884  0.00
H 8.099 5.582 -5.640  0.00
H 7.640 7.537 -4.166  0.00
F -8.713 -1.838 5.110  0.00
C -8.753 -2.610 6.221  0.00
C -7.587 -2.803 6.932  0.00
C -7.633 -3.598 8.069  0.00
C -8.828 -4.180 8.470  0.00
C -9.984 -3.967 7.731  0.00
C -9.956 -3.174 6.593  0.00
H -6.667 -2.343 6.597  0.00
H -6.730 -3.762 8.640  0.00
H -8.858 -4.799 9.356  0.00
H -10.916 -4.421 8.040  0.00
H -10.842 -2.990 6.002  0.00

Values from the calculation:
spin multiplicity: 2
calculated total energy: -112455.869 eV
LUMO level (alpha / beta): 0.37 / 0.36 eV
HOMO (alpha / beta): -7.9846 / -9.0878 eV
HOMO-LUMO gap (alpha / beta): 8.35 / 9.45 eV

***

- What is the calculated total energy in the first record?
  -241261.177 eV

***

- Which of these has the lowest calculated total energy?
  C70H98Br2N14O3